[1]
C12H12N2O3 | the ωB97M-V functional and the def2-TZVPD basis

As for the charge: 0. As for the LUMO energy: 0.07 eV. The energy above the lowest of the compared OMol25 structures with the same formula, charge and spin comes out at 98.2 kJ/mol. The calculation puts the HOMO energy at -10.01 eV. The calculation puts the total energy at -21761.941 eV. The structure (SMILES) is O=C1NC(=O)[C@@]2(CC[C@@H](O)C2)c2ccncc21.

Positions of all 29 atoms, in Å:
O1 1.8766 -2.6279 2.5135
C1 1.5112 -1.9750 1.5709
N1 1.3297 -2.5832 0.3748
C2 0.8017 -1.8984 -0.6506
O2 0.6499 -2.5615 -1.6672
C3 0.1121 -0.5037 -0.5696
C4 -1.3606 -0.7904 -0.4518
C5 -2.1009 0.4253 -0.9503
C6 -1.2375 0.8919 -2.1280
O3 -1.2209 2.3217 -2.3359
C7 0.1965 0.4099 -1.8182
C8 0.5944 0.1678 0.7313
C9 0.3859 1.5398 0.9943
C10 0.7890 2.1075 2.1874
N2 1.3453 1.3830 3.1581
C11 1.5442 0.0672 2.9696
C12 1.2259 -0.5570 1.7627
H1 1.6905 -3.5183 0.1923
H2 -1.6056 -1.6443 -1.0976
H3 -1.7033 -1.0978 0.5476
H4 -3.1295 0.1578 -1.2354
H5 -2.1872 1.2254 -0.2356
H6 -1.5955 0.3886 -3.0448
H7 -2.0034 2.6547 -2.8028
H8 0.5464 -0.1504 -2.6772
H9 0.8857 1.2793 -1.6694
H10 -0.0269 2.2364 0.2432
H11 0.6427 3.1767 2.3508
H12 2.0437 -0.5253 3.7380



[2]
C12H12N3O | the ωB97M-V functional and the def2-TZVPD basis

As for the charge: -1. As for the LUMO energy: 2.95 eV. The energy above the lowest of the compared OMol25 structures with the same formula, charge and spin comes out at 147.9 kJ/mol. The calculation puts the HOMO energy at -2.81 eV. The calculation puts the total energy at -19157.166 eV.

Positions of all 28 atoms, in Å:
C1 -0.0318 3.2513 -0.1027
C2 0.2577 2.5778 1.1627
N1 0.1570 3.1958 2.3842
C3 0.4522 2.2378 3.3087
C4 0.6114 2.5564 4.7528
C5 0.6660 1.0009 2.6001
N2 0.6180 1.2664 1.2693
H1 0.0620 2.5527 -0.9411
H2 -1.0638 3.6368 -0.0907
H3 0.6678 4.0892 -0.2533
H4 0.9556 1.6794 5.3158
H5 1.3648 3.3531 4.8872
H6 -0.3211 2.9192 5.2200
H7 0.7871 0.0136 3.0428
C6 -0.5270 -3.7280 -3.8543
C7 -0.0776 -2.4403 -4.2290
C8 0.0863 -1.4566 -3.2423
C9 -0.1707 -1.7646 -1.8880
N3 0.1332 -0.7824 -0.8801
C10 -0.2264 -0.7683 0.2978
O1 -0.7138 -0.9691 1.3692
C11 -0.6700 -3.0349 -1.5396
C12 -0.8351 -4.0185 -2.5166
H8 -0.6356 -4.4965 -4.6200
H9 0.1495 -2.1918 -5.2746
H10 0.4198 -0.4359 -3.4650
H11 -0.9134 -3.2380 -0.4953
H12 -1.2020 -5.0052 -2.2178



[3]
C12H12N5O6 | the ωB97M-V functional and the def2-TZVPD basis

As for the charge: -1. As for the LUMO energy: 2.56 eV. The calculation puts the HOMO energy at -4.44 eV. The calculation puts the total energy at -32369.783 eV. The structure (SMILES) is CC1(C)CC(=O)N([C@@H]2C(=[N+]([O-])[O-])C=Nc3no[n+]([O-])c32)C(=O)C1.

Positions of all 35 atoms, in Å:
C1 3.9266 -0.6993 0.2592
C2 2.3928 -0.7870 0.2821
C3 2.0223 -2.0509 1.1239
C4 1.8367 0.5379 0.8592
C5 0.3808 0.7085 0.7391
O1 -0.3568 1.3924 1.4184
N1 -0.1868 0.0219 -0.3397
C6 -1.6744 0.4022 -0.5948
C7 -2.2404 1.8115 -0.8718
N2 -1.8219 2.4715 -2.0516
O2 -0.9553 1.9198 -2.7268
O3 -2.3459 3.5707 -2.3624
C8 -3.3031 2.4437 -0.1439
N3 -4.0352 1.8216 0.7792
C9 -3.7059 0.5450 1.0314
N4 -4.3983 -0.3616 1.7801
O4 -3.6998 -1.5750 1.6776
N5 -2.4998 -1.3662 0.9129
O5 -1.7146 -2.2827 0.7005
C10 -2.5102 -0.0841 0.5279
C11 0.4564 -0.7662 -1.3382
O6 -0.1537 -1.2859 -2.2745
C12 1.9488 -0.8520 -1.1903
H1 4.2758 0.1729 -0.3303
H2 4.3380 -0.6459 1.2833
H3 4.3210 -1.6249 -0.2006
H4 0.9231 -2.1861 1.2057
H5 2.5147 -2.9178 0.6120
H6 2.5078 -1.9221 2.1265
H7 2.0528 0.6123 1.9255
H8 2.3036 1.3900 0.3262
H9 -1.8331 -0.1131 -1.5238
H10 -3.5025 3.4796 -0.2523
H11 2.4165 0.0002 -1.7343
H12 2.3200 -1.7810 -1.6354



[4]
C12H13AsN2O5S6Ti | the ωB97M-V functional and the def2-TZVPD basis

The spin multiplicity is 2. As for the charge: -1. As for the LUMO energy (alpha / beta): 2.03 / 2.03 eV. The energy above the lowest of the compared OMol25 structures with the same formula, charge and spin comes out at 110.0 kJ/mol. The calculation puts the HOMO energy (alpha / beta) at -3.83 / -3.83 eV. The calculation puts the total energy at -174846.354 eV.

Positions of all 40 atoms, in Å:
Ti1 0.6706 -0.4558 0.3446
O1 2.4324 -1.3309 -3.3024
C1 1.4228 -0.7452 -2.7413
O2 1.0474 -0.9696 -1.6030
C2 0.7473 0.2814 -3.6255
O3 -0.3877 0.8651 -3.0508
C3 -0.2082 2.1645 -2.5066
C4 -0.0242 2.2954 -0.9849
O4 0.1933 3.4270 -0.5866
O5 -0.1726 1.2430 -0.2688
H1 2.9931 -1.8288 -2.5579
H2 0.4551 -0.2209 -4.5505
H3 1.5062 1.0266 -3.8819
H4 -1.1130 2.7289 -2.7334
H5 0.6291 2.6751 -2.9860
C5 -2.0720 -1.8594 -1.7058
C6 -2.4861 -1.2609 -0.4084
N1 -1.6669 -0.7893 0.4723
C7 -2.2994 -0.2467 1.5594
C8 -3.6554 -0.2954 1.5080
S1 -4.1420 -1.0700 0.0573
C9 -1.4633 0.2987 2.6216
C10 -1.8741 0.7874 3.8168
S2 -0.5107 1.2795 4.7291
C11 0.5423 0.8368 3.4300
N2 -0.1020 0.3360 2.4177
C12 2.0124 1.0174 3.5187
H6 -1.1314 -2.3912 -1.5621
H7 -1.9004 -1.0624 -2.4335
H8 -2.8288 -2.5439 -2.0869
H9 -4.3670 0.0666 2.2316
H10 -2.8795 0.8607 4.1975
H11 2.2775 1.6845 4.3387
H12 2.3939 1.4021 2.5729
H13 2.4820 0.0452 3.6762
S3 2.9127 0.6397 0.0541
As1 3.9135 -1.2865 0.5605
S4 2.0619 -2.0820 1.8553
S5 0.5433 -2.9380 0.7626
S6 4.0476 -2.5847 -1.1486



[5]
C12H13AuN4O3S2 | the ωB97M-V functional and the def2-TZVPD basis

The spin multiplicity is 2. As for the charge: -1. As for the LUMO energy (alpha / beta): 2.87 / 2.22 eV. The energy above the lowest of the compared OMol25 structures with the same formula, charge and spin comes out at 93.3 kJ/mol. The calculation puts the HOMO energy (alpha / beta) at -3.34 / -3.27 eV. The calculation puts the total energy at -50120.041 eV.

Positions of all 35 atoms, in Å:
Au1 1.4854 -0.0829 -0.9628
O1 1.7713 2.0173 -0.9246
N1 1.0314 2.6180 0.0032
C1 1.6073 3.5956 0.7569
C2 0.8795 4.3737 1.5972
C3 -0.5172 4.1695 1.7219
C4 -1.0855 3.1228 0.9971
C5 -0.3277 2.3302 0.1669
S1 -0.9929 0.9895 -0.7029
H1 2.6709 3.6974 0.6091
H2 1.3777 5.1412 2.1709
H3 -1.1062 4.7803 2.3853
H4 -2.1333 2.8825 1.0926
N2 0.9149 -3.0758 -0.7397
C6 1.1613 -1.9661 -0.9395
C7 -4.6729 -1.4898 -0.6045
N3 -3.6157 -2.4266 -0.3927
C8 -3.5353 -3.6923 -0.9266
C9 -2.3041 -4.1818 -0.6548
N4 -1.6281 -3.2512 0.0806
C10 -2.4075 -2.1328 0.2061
S2 -2.0327 -0.7389 1.0662
H5 -5.6374 -1.9424 -0.3611
H6 -4.6829 -1.1452 -1.6437
H7 -4.4870 -0.6385 0.0509
H8 -4.3616 -4.1287 -1.4488
H9 -1.8507 -5.1172 -0.9144
H10 -0.6014 -3.2332 0.1520
C11 5.6682 -0.0106 -0.1509
C12 4.1664 -0.1407 -0.4186
O2 3.7990 -0.2482 -1.6054
O3 3.4042 -0.1384 0.5628
H11 6.2157 0.0266 -1.0889
H12 5.9892 -0.8629 0.4437
H13 5.8385 0.9006 0.4180



[6]
C12H13Cl4FO4 | the ωB97M-V functional and the def2-TZVPD basis

As for the charge: 0. As for the LUMO energy: -1.32 eV. The calculation puts the HOMO energy at -10.50 eV. The calculation puts the total energy at -73650.754 eV. The structure (SMILES) is O=C(O)CC1=CC(=O)C(F)=CC1=O.ClCCCl.ClCCCl.

Positions of all 34 atoms, in Å:
O1 2.2703 -2.5285 1.1072
C1 1.7832 -2.3251 0.0392
O2 1.5806 -3.3404 -0.8770
C2 1.3364 -0.9536 -0.4456
C3 -0.1537 -0.9821 -0.6175
C4 -1.0228 -0.5104 0.2734
C5 -2.4719 -0.6579 -0.0348
O3 -3.3118 0.1687 0.2153
C6 -2.7987 -1.9406 -0.7558
F1 -3.9335 -2.5297 -0.4310
C7 -1.9648 -2.4099 -1.6684
C8 -0.7253 -1.6010 -1.8737
O4 -0.2416 -1.3997 -2.9598
H1 0.7514 -3.7974 -0.6961
H2 1.8148 -0.7532 -1.4076
H3 1.6235 -0.2401 0.3218
H4 -0.7191 -0.0626 1.2125
H5 -2.1345 -3.3235 -2.2222
Cl1 -2.1536 2.7740 4.1123
C9 -3.2112 1.6751 3.1852
C10 -3.6891 0.5088 4.0070
Cl2 -2.3574 -0.6127 4.4033
H6 -2.6615 1.3339 2.3143
H7 -4.0636 2.2617 2.8479
H8 -4.4223 -0.0573 3.4351
H9 -4.1437 0.8331 4.9393
Cl3 2.7748 1.1747 -2.1472
C11 3.7759 2.5127 -2.7758
C12 5.0873 2.6248 -2.0426
Cl4 4.8681 3.1558 -0.3557
H10 3.1941 3.4268 -2.6940
H11 3.9598 2.3071 -3.8288
H12 5.7151 3.3664 -2.5335
H13 5.6138 1.6742 -2.0262



[7]
C12H13ClHgO | the ωB97M-V functional and the def2-TZVPD basis

As for the charge: -2. As for the LUMO energy: 6.33 eV. The energy above the lowest of the compared OMol25 structures with the same formula, charge and spin comes out at 189.8 kJ/mol. The calculation puts the HOMO energy at 1.39 eV. The calculation puts the total energy at -31393.546 eV.

Positions of all 28 atoms, in Å:
C1 -2.2512 -1.1617 -0.1648
C2 -1.6111 -1.3505 -1.4496
C3 -1.3805 -0.0416 -2.0292
H1 -1.3195 -2.3099 -1.8777
C4 -1.8297 0.9586 -1.0704
C5 -2.3596 0.2617 0.0747
H2 -2.7425 0.7216 0.9869
H3 -2.4856 -1.9411 0.5569
H4 -0.9020 0.1635 -2.9864
H5 -1.7365 2.0427 -1.1751
Hg1 0.0161 -0.2401 -0.0241
Cl1 0.2001 -2.1992 1.4793
C6 2.4103 -0.0846 0.2065
C7 2.0231 1.1634 -0.4036
C8 1.5375 0.8783 -1.7438
H6 2.0270 2.1426 0.0819
C9 1.6286 -0.5483 -1.9570
C10 2.1874 -1.1506 -0.7629
H7 2.3003 -2.2184 -0.5698
H8 2.7318 -0.2230 1.2379
H9 1.1089 1.6153 -2.4261
H10 1.2836 -1.0963 -2.8329
C11 -0.1417 0.4275 3.1458
C12 -0.0987 1.0592 1.8450
O1 -0.1422 2.2321 1.5233
H11 0.7741 -0.1334 3.2951
H12 -1.0084 -0.2219 3.1980
H13 -0.2197 1.2542 3.8422